# C15H24NO2

A cluster of 2 separate species, C15H24NO2 in total (wB97M-V/def2-TZVPD, the Open Molecules 2025 dataset).

The geometry in XYZ format:
```
42
Properties=species:S:1:pos:R:3:forces:R:3:lowdin_charge:R:1
C -1.3378 -0.3554 -1.0604 -0.764 -0.947 -0.447 -0.04
C -0.1393 0.0520 -0.2891 -0.286 0.640 -0.108 -0.03
C 1.2101 -0.1610 -0.7343 1.043 -0.421 -0.077 -0.14
C 2.1382 0.9355 -0.8781 0.061 -0.325 0.649 -0.18
C 1.6331 2.3467 -0.8809 0.088 0.415 0.174 -0.03
C 3.4986 0.6829 -1.0589 -0.288 -0.113 -0.170 0.02
C 3.9930 -0.6263 -1.1865 -0.191 0.081 0.481 -0.22
C 5.4729 -0.8924 -1.3014 -0.070 -0.145 -0.225 -0.03
C 3.0753 -1.6807 -1.1695 -0.190 -0.199 -0.148 0.01
C 1.7049 -1.4791 -1.0033 0.026 0.438 -0.126 -0.19
C 0.7838 -2.6579 -1.0616 0.038 -0.553 0.288 -0.03
H -1.9278 0.5533 -1.3181 0.330 -0.500 0.402 0.11
H -1.0596 -0.8398 -2.0202 -0.169 0.210 0.734 0.10
H -1.9898 -1.0560 -0.4722 0.441 0.766 -0.664 0.11
H -0.3055 0.8720 0.3978 0.155 0.521 -0.725 0.10
H 2.4790 3.0456 -0.8868 -0.301 -0.136 -0.036 0.09
H 1.0067 2.5547 -1.7640 0.243 -0.125 0.291 0.10
H 1.0298 2.5693 0.0102 0.071 -0.018 -0.178 0.08
H 4.2169 1.5116 -1.0946 -0.463 -0.233 -0.098 0.13
H 5.6616 -1.9737 -1.3507 0.020 0.370 0.076 0.09
H 5.8571 -0.4442 -2.2277 -0.032 -0.060 0.223 0.10
H 6.0412 -0.4614 -0.4620 -0.290 -0.124 -0.256 0.10
H 3.4385 -2.7124 -1.2856 -0.178 0.534 0.016 0.13
H 1.3745 -3.5808 -0.9755 -0.285 0.232 -0.087 0.09
H 0.0752 -2.6445 -0.2236 -0.011 -0.088 -0.293 0.08
H 0.2200 -2.7038 -2.0091 0.223 0.079 0.393 0.10
C -5.0272 1.8824 0.2821 -0.034 0.146 -0.230 -0.06
C -4.5836 1.0219 1.4365 -0.680 0.262 -0.483 -0.21
O -3.1400 1.0107 1.4691 0.244 -0.645 0.815 -0.01
C -2.6927 0.0655 2.3202 -0.785 -0.388 0.395 -0.48
C -1.2071 0.1959 2.6060 -0.616 0.005 0.585 -0.11
N -0.5092 -0.7399 1.7366 1.410 -0.639 -0.586 0.05
O -3.3917 -0.7922 2.8260 1.018 0.856 -0.548 0.12
H -6.1147 1.9466 0.2738 -0.026 -0.038 0.048 0.09
H -4.6443 2.9038 0.3510 0.041 -0.135 0.041 0.08
H -4.7263 1.4539 -0.6783 0.044 0.044 0.113 0.08
H -4.9411 1.4271 2.3906 0.109 -0.196 -0.136 0.14
H -4.9353 -0.0068 1.3267 -0.011 0.218 0.079 0.13
H -0.9264 1.2524 2.5002 0.314 -0.460 -0.205 0.14
H -1.0774 -0.1297 3.6456 0.026 0.375 -0.092 0.14
H 0.5087 -0.6502 1.7795 -0.316 -0.097 0.578 0.12
H -0.7423 -1.6955 2.0403 0.043 0.394 -0.459 0.14
```
Positions in Å, forces in eV/Å.

Computed properties:
Charge ... +1
ΔE to the lowest compared entry with this formula, charge and spin ... 1.7857 eV
Spin multiplicity ... 1
E_LUMO ... -4.72 eV
HOMO-LUMO gap ... 7.94 eV

# C15H24O2

The molecule C15H24O2 (wB97M-V/def2-TZVPD, the Open Molecules 2025 dataset).

The geometry in XYZ format:
```
41
Properties=species:S:1:pos:R:3:forces:R:3:lowdin_charge:R:1
C -3.1487 0.8264 -1.3962 0.509 0.276 -0.632 -0.06
C -2.0079 1.4001 -0.5840 0.415 2.122 1.337 -0.22
C -2.2055 2.5154 0.2066 1.159 -2.827 -1.810 -0.06
O -1.3295 3.1579 1.0660 0.266 0.014 0.210 -0.03
C 0.0268 2.8990 1.2405 1.034 -0.716 -1.857 -0.09
C 0.9098 2.2696 0.4190 -2.136 -0.360 0.258 -0.02
C 0.6049 1.5149 -0.8814 -0.387 0.550 1.014 -0.43
C 0.4344 2.5889 -1.9762 -0.134 0.135 0.023 -0.02
C 1.7884 0.5631 -1.1757 -0.181 0.572 1.028 -0.14
C 1.9204 -0.6269 -0.2336 -0.546 -1.060 -0.974 -0.14
C 0.5962 -1.4013 -0.0440 0.695 0.094 0.634 -0.23
C 0.7573 -2.5553 0.9806 0.114 -0.590 1.238 -0.54
C -0.3051 -3.6599 0.7418 1.295 -0.011 -0.174 -0.02
C 0.6744 -2.0695 2.4591 0.608 -0.171 -0.266 -0.02
O 2.0150 -3.2515 0.8291 0.921 0.468 -0.087 -0.06
C -0.5511 -0.4474 0.3243 1.612 0.314 -1.061 -0.09
C -0.6936 0.6567 -0.7371 -0.175 -0.355 -0.579 -0.22
H -3.4070 -0.1550 -1.0168 0.001 -0.397 -0.011 0.07
H -2.8188 0.7085 -2.4614 -0.363 0.063 0.811 0.09
H -4.0707 1.4068 -1.3824 0.123 0.222 0.085 0.07
H -3.1981 2.9195 0.1102 0.028 0.762 0.765 0.11
H 0.5161 3.3716 2.0863 -1.011 0.251 0.260 0.11
H 1.9216 2.2068 0.7660 0.395 0.207 0.304 0.10
H 1.4234 2.9438 -2.2699 -0.002 0.028 -0.164 0.08
H -0.0970 2.2050 -2.8553 0.201 -0.071 0.038 0.09
H -0.1260 3.4748 -1.6214 0.205 -0.580 -0.045 0.09
H 1.7168 0.2117 -2.1829 -0.024 -0.210 -0.818 0.12
H 2.7264 1.1038 -1.0423 0.009 0.343 -0.492 0.12
H 2.6608 -1.3029 -0.7060 -0.310 0.215 0.377 0.12
H 2.3260 -0.3452 0.7175 0.180 0.407 0.710 0.10
H 0.3694 -1.8716 -0.9920 -0.187 -0.147 -0.458 0.14
H -0.2951 -4.4559 1.5003 0.116 0.442 -0.054 0.09
H -1.2694 -3.2115 0.6963 -0.907 0.274 0.035 0.06
H -0.0966 -4.1344 -0.2212 -0.037 0.059 0.030 0.09
H -0.3398 -2.0073 2.8156 -0.491 0.047 0.056 0.08
H 1.1212 -1.0846 2.5974 0.087 0.096 -0.084 0.07
H 1.2223 -2.7575 3.1259 -0.290 0.070 -0.429 0.09
H 2.8092 -2.7376 1.1369 -1.534 -0.417 -0.388 0.11
H -0.3577 0.0049 1.2728 0.089 0.383 0.722 0.11
H -1.4354 -1.0083 0.4031 -1.445 -0.637 0.095 0.10
H -0.7876 0.1343 -1.7158 0.100 0.137 0.352 0.15
```
Positions in Å, forces in eV/Å.

Computed properties:
SMILES ... CC1=COC=C[C@@]2(C)CC[C@@H](C(C)(C)O)C[C@@H]12
ΔE to the lowest compared entry with this formula, charge and spin ... 1.6890 eV
Spin multiplicity ... 1
E_LUMO ... 0.74 eV
HOMO-LUMO gap ... 8.94 eV

# C15H25AlBr2ClO8S

A structure of composition C15H25AlBr2ClO8S (wB97M-V/def2-TZVPD, the Open Molecules 2025 dataset).

The geometry in XYZ format:
```
53
Properties=species:S:1:pos:R:3:forces:R:3:lowdin_charge:R:1
C 2.2528 -2.2612 4.2823 0.657 -0.491 -0.673 -0.21
C 1.9053 -1.3019 3.1892 -0.627 -0.047 0.669 -0.84
Br 3.3983 -1.0225 1.9988 -0.057 0.079 0.034 0.73
C 0.7711 -0.6467 2.9639 0.293 0.157 -0.596 -0.64
Br -0.6242 -0.9356 4.2989 0.190 -0.016 -0.152 0.64
Al 0.3805 0.6582 1.3840 -0.142 0.106 0.581 0.28
C 1.6104 2.2533 1.7021 0.125 -0.662 -0.560 -0.22
C 2.7241 2.4418 0.6675 -0.004 1.478 0.530 -0.30
C 3.2638 3.9093 0.7097 0.527 -0.676 -0.523 -0.23
S 3.4557 4.5937 -0.9230 -0.482 0.649 0.430 0.57
O 2.1569 4.7790 -1.4953 -0.359 -0.325 -0.308 -0.29
O 4.3336 5.7176 -0.9140 0.548 0.040 0.195 -0.29
O 4.1687 3.4267 -1.7537 0.204 0.055 0.142 -0.16
C 0.7293 -0.3201 -0.3580 -0.172 0.334 -0.352 -0.18
C 0.7130 0.5230 -1.6425 0.643 -0.217 -0.059 -0.25
O -0.3599 0.1246 -2.5557 0.261 -0.328 -0.021 -0.07
C -0.0279 -0.9658 -3.2562 -1.312 -1.279 0.162 -0.35
O -0.6719 -2.0000 -3.2280 0.640 1.236 -0.284 0.06
C -1.5249 1.3151 1.6814 0.442 0.344 -0.640 -0.27
C -2.4579 1.3589 0.4827 -0.640 -0.569 0.759 -0.78
C -2.7243 -0.0127 -0.1320 -0.342 0.283 -0.061 -0.13
Cl -1.9614 2.5898 -0.7478 0.189 0.042 -0.041 0.59
H 1.3802 -2.6806 4.7585 -0.244 0.195 0.247 0.02
H 2.9476 -1.8319 4.9981 -0.076 0.200 0.268 0.07
H 2.7930 -3.0928 3.8272 0.052 -0.134 0.028 0.05
H 0.9786 3.1426 1.6979 -0.137 0.098 0.020 0.05
H 2.0748 2.1825 2.6861 -0.041 0.035 0.227 0.06
H 3.5874 1.8271 0.8848 -0.027 -0.515 -0.201 0.07
H 2.3936 2.2822 -0.3533 -0.148 -0.408 -0.067 0.06
H 2.5816 4.5702 1.2271 -0.206 0.267 -0.104 0.10
H 4.2375 3.9835 1.1867 0.120 0.021 0.047 0.10
H 3.5319 3.1516 -2.4240 -0.118 -0.170 -0.093 0.09
H 1.6674 -0.8686 -0.3600 0.189 -0.091 0.229 0.02
H -0.0321 -1.0869 -0.4927 -0.196 -0.114 0.132 0.05
H 0.6371 1.5923 -1.4884 -0.513 0.139 -0.103 0.07
H 1.6461 0.3624 -2.1962 0.158 0.104 -0.037 0.10
H 0.8374 -0.8858 -3.9345 0.233 0.277 0.296 0.14
H -2.0627 0.7665 2.4540 0.025 -0.271 0.065 0.02
H -1.4651 2.3419 2.0540 0.123 0.093 0.194 0.05
H -3.4238 1.7088 0.8349 -0.120 0.501 -0.228 0.07
H -2.6248 -0.0034 -1.2104 0.327 -0.190 -0.136 0.06
H -3.7487 -0.3005 0.0716 -0.200 -0.022 0.087 0.06
H -2.1113 -0.7743 0.3340 0.303 -0.127 -0.184 0.07
C -2.8168 -4.2593 -2.3925 0.158 -0.112 -0.264 -0.13
C -4.2534 -4.5659 -2.7638 0.018 -0.088 -0.121 -0.12
O -4.9704 -4.1576 -1.5950 0.072 0.028 -0.005 0.05
C -4.2051 -3.2373 -0.9425 0.372 0.061 -0.165 -0.56
O -4.5628 -2.5679 -0.0351 -0.451 -0.096 0.263 0.17
O -2.9665 -3.1790 -1.4784 -0.144 -0.091 0.033 0.06
H -2.2055 -3.9597 -3.2398 0.024 0.204 0.132 0.11
H -2.3311 -5.0920 -1.8788 -0.049 -0.016 0.034 0.13
H -4.5993 -3.9732 -3.6132 0.029 0.038 0.021 0.13
H -4.4261 -5.6196 -2.9710 -0.116 -0.007 0.151 0.13
```
Positions in Å, forces in eV/Å.

Computed properties:
Charge ... -1
ΔE to the lowest compared entry with this formula, charge and spin ... 0.0000 eV
Spin multiplicity ... 1
E_LUMO ... 2.46 eV
HOMO-LUMO gap ... 7.95 eV